Formula: C6H11N
Source: the OMol25 dataset
Level of theory: the ωB97M-V functional and the def2-TZVPD basis

```
18
C6H11N the ωB97M-V functional and the def2-TZVPD basis
C -2.56 -0.06 -0.71
C -1.15 0.54 -0.52
C 0.10 -0.33 -0.71
C 1.18 -0.52 0.71
C 2.61 0.00 0.43
C 0.45 0.22 1.71
N -0.43 0.85 2.13
H -3.22 0.35 0.07
H -3.03 0.18 -1.67
H -2.56 -1.15 -0.59
H -1.07 1.52 -1.01
H -1.11 0.82 0.56
H -0.16 -1.35 -1.00
H 0.80 0.10 -1.43
H 1.22 -1.58 1.01
H 3.04 -0.60 -0.37
H 2.57 1.04 0.10
H 3.31 -0.04 1.28
```

Output
Kohn-Sham gap (eV): 11.292
Structure (SMILES): CCC[C@@H](C)C#N
Multiplicity: 1

Formula: C5H6O3
Source: the OMol25 dataset
Level of theory: the ωB97M-V functional and the def2-TZVPD basis

```
14
C5H6O3 the ωB97M-V functional and the def2-TZVPD basis
C 0.04 0.08 -0.77
C -1.31 -0.39 -1.24
C 0.79 0.72 1.14
C 0.57 -0.48 0.53
C 0.16 1.49 0.06
O 1.34 1.07 2.27
O 0.66 -1.69 0.97
O -0.18 2.62 -0.15
H 1.82 0.30 2.62
H 0.34 -2.32 0.29
H 0.77 0.13 -1.58
H -1.24 -1.35 -1.76
H -1.74 0.32 -1.96
H -2.02 -0.50 -0.42
```

Output
Kohn-Sham gap (eV): 8.722
Structure (SMILES): C[C@H]1C(=O)C(O)=C1O
Multiplicity: 1

Formula: C19H22N2O4
Source: the OMol25 dataset
Level of theory: the ωB97M-V functional and the def2-TZVPD basis

```
47
C19H22N2O4 the ωB97M-V functional and the def2-TZVPD basis
O -0.04 -2.34 0.77
C 0.11 -1.14 0.75
N 1.32 -0.57 1.00
C 1.60 0.85 0.92
H 0.87 1.42 1.52
C 3.00 1.14 1.45
N 3.99 0.40 0.69
C 5.08 1.07 0.24
O 5.26 2.25 0.53
C 6.06 0.37 -0.59
C 7.27 0.89 -1.01
C 7.88 -0.11 -1.80
C 7.01 -1.16 -1.81
O 5.92 -0.88 -1.09
H 7.05 -2.12 -2.28
H 8.83 -0.05 -2.29
H 7.64 1.86 -0.77
C 3.66 -0.98 0.40
H 3.41 -1.09 -0.66
C 2.47 -1.42 1.24
H 2.73 -1.41 2.31
H 2.17 -2.44 0.98
H 4.51 -1.63 0.62
H 3.24 2.20 1.34
H 3.06 0.88 2.51
H 1.53 1.20 -0.12
C -1.02 -0.17 0.46
C -2.32 -0.92 0.18
C -3.49 0.03 -0.02
H -3.62 0.66 0.88
O -4.64 -0.75 -0.25
C -5.84 -0.12 -0.40
C -6.03 1.26 -0.39
C -7.31 1.78 -0.55
C -8.40 0.94 -0.73
C -8.20 -0.43 -0.74
C -6.94 -0.96 -0.58
H -6.77 -2.03 -0.59
H -9.05 -1.09 -0.88
H -9.38 1.36 -0.85
H -7.44 2.85 -0.54
H -5.20 1.93 -0.25
H -3.30 0.69 -0.88
H -2.20 -1.54 -0.71
H -2.54 -1.59 1.01
H -0.75 0.46 -0.39
H -1.16 0.48 1.33
```

Output
Kohn-Sham gap (eV): 9.019
Structure (SMILES): O=C(CCCOc1ccccc1)N1CCN(C(=O)c2ccco2)CC1
Multiplicity: 1

Formula: C24H30AsIrNO2SSb
Source: the OMol25 dataset
Level of theory: the ωB97M-V functional and the def2-TZVPD basis

```
61
C24H30AsIrNO2SSb the ωB97M-V functional and the def2-TZVPD basis
Ir -0.61 -1.08 -1.10
C 5.35 -0.16 -0.38
C 4.75 0.02 0.86
C 3.39 0.28 0.94
C 2.65 0.38 -0.23
C 3.24 0.19 -1.48
C 4.60 -0.07 -1.55
As 0.77 0.77 -0.18
C 0.54 2.35 -1.23
C -0.65 2.54 -1.93
C -0.82 3.70 -2.68
C 0.19 4.65 -2.72
C 1.37 4.45 -2.02
C 1.56 3.30 -1.27
C 0.35 1.17 1.64
C -0.22 0.19 2.45
C -0.49 0.47 3.78
C -0.20 1.73 4.30
C 0.37 2.71 3.49
C 0.64 2.43 2.15
H 6.41 -0.36 -0.44
H 5.34 -0.04 1.76
H 2.92 0.43 1.90
H 2.66 0.28 -2.39
H 5.08 -0.21 -2.51
H -1.43 1.80 -1.90
H -1.73 3.86 -3.23
H 0.06 5.55 -3.31
H 2.16 5.19 -2.06
H 2.49 3.13 -0.74
H -0.42 -0.80 2.05
H -0.92 -0.29 4.42
H -0.41 1.95 5.33
H 0.60 3.68 3.89
H 1.07 3.20 1.52
O -1.00 -1.76 -5.26
C -0.97 -1.45 -4.15
N -0.96 -1.09 -2.98
C -3.57 -0.53 1.90
Sb -3.20 -0.67 -0.18
C -4.49 -2.25 -0.75
C -4.21 1.03 -0.93
H -4.65 -0.53 2.01
H -3.14 0.39 2.29
H -3.15 -1.39 2.42
H -5.50 -1.96 -0.45
H -4.21 -3.17 -0.24
H -4.45 -2.40 -1.83
H -5.22 1.00 -0.50
H -4.27 0.97 -2.01
H -3.70 1.94 -0.62
C 1.87 -4.18 0.04
S 0.16 -4.19 -0.39
C -0.47 -5.29 0.84
O -0.36 -2.80 0.09
H 1.97 -3.90 1.09
H 2.37 -3.46 -0.60
H 2.27 -5.18 -0.14
H -0.07 -6.28 0.62
H -1.55 -5.30 0.76
H -0.14 -4.95 1.83
```

Output
Kohn-Sham gap (alpha / beta) (eV): 8.512 / 6.065
Total charge: +2
Multiplicity: 5